# 1
# C9H23NO5S2Si

2 unconnected molecules or ions with the total composition C9H23NO5S2Si in a non-equilibrium geometry (the ωB97M-V functional and the def2-TZVPD basis, the OMol25 dataset).

```
41
Properties=species:S:1:pos:R:3:forces:R:3:nbo_charge:R:1
C -5.0219 2.2833 -3.0376 0.781 -0.575 0.080 -0.835
S -5.2255 1.1282 -1.5899 -5.756 0.014 -0.150 1.667
O -6.1052 1.8662 -0.6160 2.557 -0.786 -1.249 -0.934
O -5.9295 -0.1310 -2.0343 2.504 2.015 0.286 -0.930
Si -3.2216 0.7463 -0.8331 1.007 -1.676 0.296 1.004
S -1.9421 0.4380 -2.5312 0.179 0.068 -0.537 -0.450
C -3.1058 -0.6992 0.3992 0.517 -0.210 1.125 -0.955
C -2.5946 -0.1293 1.7922 -0.764 -0.449 0.081 0.135
N -3.1006 -0.4546 2.9325 0.601 0.294 -2.115 -0.577
H -4.2270 3.0432 -2.8087 -0.926 -0.584 0.009 0.241
H -6.0264 2.7403 -3.2025 0.851 -0.461 0.206 0.268
H -4.6489 1.6769 -3.9004 -0.566 0.502 0.664 0.246
H -2.7485 1.9497 -0.1513 0.041 0.321 -0.240 -0.128
H -2.4047 -0.6296 -3.2627 -0.194 0.542 0.883 0.196
H -4.0495 -1.2885 0.5320 0.662 0.641 -0.086 0.267
H -2.3144 -1.4439 0.0856 -0.757 0.916 -0.052 0.279
H -1.7419 0.5994 1.7254 -0.721 -0.747 0.257 0.178
H -3.8558 -1.1151 2.6980 0.080 0.155 0.559 0.325
C 4.1111 -2.9105 0.1695 0.392 0.148 -0.054 -0.251
O 3.9340 -1.5923 -0.3191 -0.453 -0.304 0.041 -0.543
C 2.7466 -1.3730 -1.0596 0.009 0.086 0.133 -0.087
C 1.7287 -0.4241 -0.4135 -0.068 0.303 -0.133 -0.085
O 1.2478 -0.6904 0.8971 -0.018 0.001 -0.060 -0.544
C 2.1709 -0.7531 1.9748 0.154 -0.253 0.174 -0.083
C 3.0532 0.4604 2.2923 0.069 -0.108 -0.191 -0.089
O 3.8805 0.9046 1.2277 -0.535 0.163 0.123 -0.544
C 3.5763 2.1900 0.7180 0.438 -0.037 -0.060 -0.252
H 4.9431 -3.3803 -0.3628 -0.088 -0.100 -0.032 0.180
H 4.3868 -2.8653 1.2253 -0.042 -0.006 0.023 0.178
H 3.2170 -3.5302 0.0638 -0.007 0.073 -0.004 0.172
H 2.2605 -2.3220 -1.3162 0.053 -0.002 0.147 0.166
H 3.0526 -0.9076 -2.0029 -0.192 0.048 -0.055 0.185
H 0.8399 -0.4462 -1.0556 0.017 -0.173 0.094 0.187
H 2.0642 0.6083 -0.4655 0.353 0.034 0.009 0.168
H 2.7721 -1.6544 1.8835 0.277 0.068 -0.137 0.170
H 1.5603 -0.9262 2.8662 -0.105 0.146 -0.057 0.190
H 3.7305 0.1543 3.0952 -0.138 -0.120 0.139 0.187
H 2.4453 1.2792 2.6900 -0.050 0.048 -0.156 0.168
H 2.6087 2.5670 1.0596 0.024 -0.050 0.026 0.170
H 3.5666 2.1398 -0.3727 -0.021 0.019 -0.024 0.178
H 4.3671 2.8916 1.0078 -0.163 0.035 0.037 0.180
```
Positions in Å, forces in eV/Å.

Computed properties:
Gap between HOMO and LUMO (eV): 9.39
Highest occupied orbital energy (eV): -9.3
2S+1: 1
LUMO level (Ha): 0.0025

=====

# 2
# C9H24BO8S3

3 unconnected molecules or ions with the total composition C9H24BO8S3 in a non-equilibrium geometry (the ωB97M-V functional and the def2-TZVPD basis, the OMol25 dataset).

```
45
Properties=species:S:1:pos:R:3:forces:R:3:nbo_charge:R:1
C 5.8310 2.7260 0.7018 0.309 0.529 0.163 -0.666
C 4.7978 3.6373 1.5915 -2.480 -0.904 -1.856 0.070
C 4.1367 4.9806 0.8511 -1.620 -0.718 2.162 -0.098
O 3.0048 4.4773 0.0354 2.184 1.627 0.377 -0.754
B 2.7545 3.0524 0.3316 1.872 0.896 1.310 0.514
S 1.0413 2.4780 0.8440 -1.941 -0.889 1.440 -0.413
O 3.5495 2.8058 1.5545 2.226 0.731 1.121 -0.762
H 5.8842 3.2209 -0.3811 0.126 -1.228 2.325 0.213
H 5.3886 1.6217 0.6059 0.937 2.626 0.290 0.242
H 6.8938 2.6757 1.2227 -1.964 0.145 -1.313 0.184
H 5.0577 3.9065 2.7055 -0.182 -0.830 -2.210 0.174
H 4.8691 5.7699 0.3859 -1.497 -1.711 0.350 0.166
H 3.5651 5.4617 1.7752 1.530 -0.355 -1.659 0.157
H 3.0344 2.4656 -0.6521 0.265 -0.862 -0.865 -0.150
H 1.1761 1.9552 2.1627 0.222 0.934 -1.659 0.135
O -0.6854 -3.7859 -0.9714 0.786 -0.075 0.515 -0.945
S 0.7133 -3.5919 -0.6497 0.441 1.293 0.162 2.352
O 1.3248 -4.1941 0.5152 -0.812 0.133 -0.834 -0.927
O 1.0397 -1.9955 -0.6461 0.226 -2.036 -0.889 -0.705
C 0.2615 -1.1430 0.1820 -0.710 1.009 1.011 -0.099
C 0.6751 -1.2535 1.6375 0.034 -0.315 0.236 -0.639
C 1.6859 -4.0159 -2.0731 0.058 0.096 -0.078 -0.879
H -0.8069 -1.3491 0.0564 0.115 -0.141 -0.065 0.179
H 0.4349 -0.1175 -0.1611 0.163 -0.260 -0.109 0.249
H 0.4354 -2.2417 2.0409 -0.022 0.073 -0.031 0.203
H 0.1571 -0.5067 2.2455 0.082 0.011 -0.220 0.228
H 1.7557 -1.1141 1.7450 -0.182 0.151 -0.072 0.224
H 1.2591 -3.5308 -2.9524 0.037 -0.017 0.184 0.249
H 1.6549 -5.1013 -2.1912 -0.090 0.141 0.148 0.243
H 2.7144 -3.6895 -1.9080 -0.192 -0.002 0.042 0.256
O -3.5612 0.2523 0.4715 -1.301 -0.598 -0.168 -0.907
S -4.9227 -0.0086 0.0525 0.360 -0.030 -0.318 2.345
O -5.8747 -0.6822 0.9090 0.873 0.412 -0.430 -0.931
O -4.8976 -0.7584 -1.3939 -0.416 1.185 0.712 -0.718
C -4.1448 -1.9556 -1.5275 0.580 -1.098 0.030 -0.079
C -4.8638 -3.1366 -0.9029 -0.141 -0.114 0.331 -0.640
C -5.6478 1.5156 -0.4980 -0.044 -0.028 -0.207 -0.879
H -3.1418 -1.8329 -1.1048 -0.146 0.093 0.002 0.209
H -4.0227 -2.1393 -2.6003 -0.108 0.371 0.134 0.190
H -4.9270 -3.0289 0.1839 0.040 -0.023 -0.150 0.225
H -4.3364 -4.0699 -1.1188 0.013 0.153 -0.047 0.220
H -5.8887 -3.2102 -1.2804 0.150 0.011 -0.039 0.206
H -4.9559 2.0121 -1.1802 -0.048 -0.133 0.119 0.257
H -5.8235 2.1415 0.3797 0.115 -0.222 -0.031 0.254
H -6.5954 1.2969 -0.9940 0.149 -0.033 0.087 0.245
```
Positions in Å, forces in eV/Å.

Computed properties:
Gap between HOMO and LUMO (eV): 6.37
Highest occupied orbital energy (eV): -4.1
2S+1: 1
Net charge: -1
LUMO level (Ha): 0.0840

=====

# 3
# C9H24F5NO11S3V

A molecular structure, C9H24F5NO11S3V in a non-equilibrium geometry (the ωB97M-V functional and the def2-TZVPD basis, the OMol25 dataset).

```
54
Properties=species:S:1:pos:R:3:forces:R:3:nbo_charge:R:1
V 9.8456 13.5307 -7.3646 0.359 -2.610 -0.180 1.316
N 10.3470 15.5200 -6.9924 0.798 2.828 -1.086 -1.232
S 10.3280 16.4522 -5.7111 -1.204 -0.028 5.034 2.447
O 9.0433 17.0610 -5.4773 1.207 -0.475 -0.406 -0.880
O 11.5333 17.1575 -5.3713 -0.923 -0.221 -1.154 -0.865
F 10.3955 15.2438 -4.6476 -0.357 -0.136 -0.185 -0.513
S 10.7637 16.7125 -8.0837 0.850 -1.620 -4.417 2.435
O 12.1832 16.8876 -8.1472 -1.080 0.295 0.392 -0.862
O 9.8104 17.7440 -8.3197 0.477 0.224 1.389 -0.856
F 10.4544 15.8259 -9.3959 0.144 -0.251 0.500 -0.505
C 7.8223 9.2781 -7.2702 2.009 1.066 -0.343 0.730
F 7.7516 8.0387 -7.6630 -0.403 -1.052 -0.381 -0.297
F 6.6795 9.8957 -7.4675 -0.940 0.423 -0.308 -0.319
F 8.0778 9.2980 -5.9697 0.091 0.028 0.900 -0.327
S 9.2497 10.0924 -8.2123 0.765 -0.975 -1.105 2.320
O 9.4407 11.4164 -7.5766 -0.320 -0.227 -0.099 -1.050
O 10.3724 9.1903 -8.0490 -0.615 0.650 0.692 -0.949
O 8.7663 10.1314 -9.5793 -0.382 0.736 0.549 -0.974
C 12.0839 13.8035 -11.2666 0.187 -0.415 0.446 -0.648
C 11.1615 12.9778 -10.3674 0.028 0.540 0.145 -0.061
O 11.4288 13.3096 -8.9802 -0.656 0.002 0.103 -0.750
H 13.0461 13.2989 -11.3803 -0.197 -0.209 -0.637 0.209
H 12.3835 14.7490 -10.8139 -0.597 0.107 0.208 0.234
H 11.5508 14.0242 -12.1888 0.490 -0.172 -0.300 0.227
H 11.2228 11.8931 -10.4626 0.299 0.039 -0.257 0.203
H 10.1210 13.2166 -10.5851 -0.009 0.222 0.385 0.186
H 12.3320 13.0359 -8.7938 -0.098 -0.107 0.247 0.491
C 5.8842 14.9499 -8.6150 0.802 0.772 -0.986 -0.641
C 7.4049 15.0285 -8.6213 -0.311 0.986 0.439 -0.068
O 8.0706 13.7645 -8.5566 -0.095 0.122 0.142 -0.754
H 5.5782 15.9969 -8.6908 -0.217 -0.037 0.166 0.234
H 5.4372 14.5259 -7.7217 0.046 -0.337 -0.132 0.219
H 5.5817 14.5188 -9.5724 -0.461 -0.451 0.362 0.212
H 7.7143 15.6311 -7.7630 0.249 -0.361 0.093 0.205
H 7.7698 15.5812 -9.4920 -0.172 -0.151 -0.090 0.191
H 7.6611 13.1666 -9.1958 0.344 -0.263 0.152 0.511
C 6.3378 13.7723 -4.8328 -0.692 0.285 0.185 -0.642
C 7.1637 12.6727 -5.4718 -0.584 0.422 0.405 -0.062
O 8.5203 13.0799 -5.6689 0.476 0.531 -0.005 -0.741
H 5.2798 13.4930 -4.8008 0.114 -0.406 0.157 0.224
H 6.2905 14.7199 -5.3743 0.620 -0.068 -0.152 0.221
H 6.6427 13.9731 -3.8044 0.083 0.066 -0.055 0.213
H 6.7099 12.4085 -6.4244 0.476 -0.234 -0.096 0.200
H 7.2008 11.8182 -4.7935 -0.261 -0.213 -0.331 0.189
H 8.9270 13.1257 -4.7959 0.097 0.204 -0.119 0.493
C 14.1704 13.0301 -5.7154 0.163 0.204 -0.349 -0.650
C 12.8830 13.7524 -6.1393 1.276 -0.254 0.712 -0.070
O 11.7952 12.8190 -6.1836 -0.521 0.651 -0.458 -0.739
H 14.2932 12.0607 -6.2027 -0.285 -0.018 -0.065 0.219
H 14.2530 12.8805 -4.6386 -0.118 0.055 0.014 0.213
H 15.0310 13.6137 -6.0475 -0.008 0.125 0.236 0.231
H 13.0552 14.2140 -7.1107 -0.498 -0.146 -0.128 0.189
H 12.6742 14.5539 -5.4290 -0.110 0.029 -0.117 0.195
H 11.9042 12.2455 -5.4179 -0.334 -0.172 -0.111 0.498
```
Positions in Å, forces in eV/Å.

Computed properties:
Gap between HOMO and LUMO (alpha / beta) (eV): 8.81 / 9.91
Highest occupied orbital energy (alpha / beta) (eV): -8.9 / -10.0
2S+1: 4
LUMO level (alpha / beta) (Ha): -0.0017 / -0.0016

=====

Result set for total energy: -50978.2097; -59284.5860; -105516.0661 eV, one per record in the order listed.